C4H14N3 as an isolated structure in a non-equilibrium geometry, computed with the ωB97M-V functional and the def2-TZVPD basis.

```
! RIJCOSX wB97M-V def2-TZVPD def2/J DEFGRID3
* xyz 1 1
C 1.63 -1.89 -0.34
C -2.24 0.66 0.30
C 0.58 2.37 -0.59
C 1.62 0.42 0.16
N -2.20 -0.91 0.01
N 0.47 1.41 0.21
N 0.94 -0.83 0.47
H 2.03 -2.65 0.38
H 0.90 -2.25 -0.97
H 2.50 -1.47 -0.84
H -3.16 1.27 0.12
H -2.49 0.50 1.35
H 1.41 2.63 -1.20
H -0.21 3.24 -0.54
H 2.53 0.60 0.80
H 1.95 0.40 -0.81
H -2.57 -1.20 -0.87
H -2.90 -1.47 0.61
H -0.83 1.39 0.15
H 1.26 -1.06 1.44
H -1.21 -1.16 0.15
*
```

Output
HOMO energy = -12.9 eV
frontier orbital gap = 9.9 eV



C5H7N as an isolated structure in a non-equilibrium geometry, computed with the ωB97M-V functional and the def2-TZVPD basis.

```
! RIJCOSX wB97M-V def2-TZVPD def2/J DEFGRID3
* xyz 0 3
C 1.83 1.02 -0.30
C 0.49 0.94 -0.87
C -0.15 -0.57 0.42
C 0.10 0.83 0.64
C -1.48 -1.26 0.08
N 1.52 0.96 0.97
H 2.85 1.06 -0.86
H -0.08 0.67 -1.70
H 0.78 -1.17 0.63
H -0.55 1.66 1.02
H -1.83 -0.68 -0.86
H -2.03 -1.16 1.03
H -1.43 -2.30 -0.19
*
```

Output
HOMO energy (spin up / spin down) = -6.1 / -10.3 eV
⟨S²⟩ = 2.028
frontier orbital gap (spin up / spin down) = 7.2 / 8.9 eV



C4H3N as an isolated structure in a non-equilibrium geometry, computed with the ωB97M-V functional and the def2-TZVPD basis.

```
! RIJCOSX wB97M-V def2-TZVPD def2/J DEFGRID3
* xyz 0 1
C 2.64 0.30 0.09
C 1.48 0.11 0.05
C -0.51 0.29 0.00
C -1.74 -0.43 -0.09
N -1.35 1.16 0.07
H 3.68 0.07 -0.05
H -2.28 -0.73 -1.00
H -1.93 -0.76 0.92
*
```

Output
HOMO energy = -10.7 eV
frontier orbital gap = 11.0 eV



A 2-piece molecular cluster, C5H13NO overall, computed with the ωB97M-V functional and the def2-TZVPD basis.

```
! RIJCOSX wB97M-V def2-TZVPD def2/J DEFGRID3
* xyz 0 1
C 1.61 -1.32 1.80
C 0.83 -0.43 0.83
C -0.33 0.26 1.53
O 0.39 -1.18 -0.29
H 2.39 -1.86 1.27
H 0.94 -2.05 2.27
H 2.06 -0.72 2.58
H 1.51 0.31 0.40
H 0.05 1.00 2.24
H -0.96 0.77 0.80
H -0.94 -0.46 2.07
H -0.19 -1.88 0.03
C -1.84 0.04 -1.78
N -1.43 1.17 -1.44
C -0.23 1.70 -2.01
H -2.75 -0.33 -1.33
H -1.34 -0.60 -2.51
H 0.27 1.00 -2.70
H 0.45 1.96 -1.20
H -0.49 2.62 -2.54
*
```

Output
SMILES = CC(C)O.C=NC
HOMO energy = -9.4 eV
frontier orbital gap = 10.4 eV



C38H45BaN4O3SSb2 as an isolated structure in a non-equilibrium geometry, computed with the ωB97M-V functional and the def2-TZVPD basis.

```
! RIJCOSX wB97M-V def2-TZVPD def2/J DEFGRID3
* xyz 1 1
Ba 0.36 -0.02 1.08
C 1.25 1.11 -0.64
C 1.80 1.74 0.56
C 0.65 2.67 0.93
Sb -1.36 2.06 0.12
C -1.12 0.22 -1.19
C -0.88 -1.10 -0.82
C -0.80 -2.09 -1.81
C -0.81 -1.78 -3.14
C -0.95 -0.45 -3.52
C -1.11 0.53 -2.56
C -1.37 3.35 -1.50
C -0.27 3.92 -2.13
C -0.44 4.61 -3.32
C -1.71 4.75 -3.87
C -2.81 4.20 -3.23
C -2.64 3.50 -2.05
Sb 1.99 -0.75 -1.23
C 2.23 -0.47 -3.26
C 2.75 -1.56 -3.95
C 3.11 -1.44 -5.28
C 2.95 -0.23 -5.93
C 2.44 0.87 -5.25
C 2.09 0.75 -3.92
C 3.91 0.03 -0.63
C 4.42 -0.18 0.65
C 5.46 0.61 1.12
C 5.98 1.62 0.33
C 5.46 1.86 -0.94
C 4.43 1.06 -1.42
H 1.36 1.77 -1.49
H 0.21 0.85 -0.54
H 2.69 2.30 0.29
H 2.09 1.02 1.30
H 0.78 3.58 0.35
H 0.61 3.00 1.97
H -0.94 -1.39 0.21
H -0.67 -3.12 -1.51
H -0.72 -2.57 -3.87
H -0.94 -0.17 -4.56
H -1.21 1.55 -2.88
H 0.72 3.83 -1.72
H 0.42 5.03 -3.83
H -1.85 5.30 -4.79
H -3.80 4.31 -3.66
H -3.49 3.02 -1.57
H 2.84 -2.52 -3.44
H 3.50 -2.30 -5.81
H 3.22 -0.14 -6.98
H 2.31 1.82 -5.75
H 1.67 1.61 -3.43
H 3.97 -0.93 1.29
H 5.85 0.44 2.12
H 6.79 2.24 0.70
H 5.85 2.66 -1.55
H 4.00 1.26 -2.39
N -2.73 -2.96 2.66
C -2.47 -3.67 1.48
C -1.17 -4.11 1.21
C -0.90 -4.80 0.03
C -1.91 -5.00 -0.89
C -3.22 -4.66 -0.59
C -3.51 -4.02 0.61
S -1.45 -5.33 -2.64
O -1.81 -6.71 -2.86
O -0.02 -5.04 -2.68
O -2.23 -4.35 -3.37
H -3.62 -2.49 2.70
H -1.96 -2.48 3.07
H -0.37 -3.82 1.89
H 0.10 -5.14 -0.20
H -4.00 -4.87 -1.31
H -4.53 -3.76 0.85
C -3.61 0.34 5.87
N -2.71 0.33 4.72
C -3.36 0.25 3.42
C -1.53 1.05 4.73
N -1.34 1.93 3.81
N -0.68 0.78 5.79
C 0.63 1.40 5.73
C -0.60 -0.60 6.27
H -4.42 1.06 5.71
H -3.07 0.63 6.77
H -4.04 -0.65 6.01
H -4.18 -0.46 3.51
H -2.59 -0.08 2.73
H -3.77 1.22 3.12
H -0.41 2.34 3.86
H 0.55 2.49 5.71
H 1.17 1.03 4.83
H 1.19 1.14 6.62
H -1.57 -1.07 6.31
H -0.17 -0.61 7.27
H 0.04 -1.18 5.58
*
```

Output
HOMO energy = -9.6 eV
frontier orbital gap = 5.6 eV



A 2-piece molecular cluster, C2HCl3OS overall in a non-equilibrium geometry, computed with the ωB97M-V functional and the def2-TZVPD basis.

```
! RIJCOSX wB97M-V def2-TZVPD def2/J DEFGRID3
* xyz 0 1
C 1.33 0.34 0.37
C -0.47 -0.71 -0.06
O 1.50 0.87 1.42
S -1.77 0.36 0.63
Cl -0.34 -2.35 0.61
Cl -0.40 -0.91 -1.81
Cl -1.83 2.03 -0.51
H 1.97 0.37 -0.65
*
```

Output
HOMO energy = -8.9 eV
frontier orbital gap = 8.4 eV



C4H6OS as an isolated structure in a non-equilibrium geometry, computed with the ωB97M-V functional and the def2-TZVPD basis.

```
! RIJCOSX wB97M-V def2-TZVPD def2/J DEFGRID3
* xyz 0 1
C -0.42 1.34 0.54
C 0.15 0.47 -0.57
C 0.72 -0.89 -0.05
C -0.45 -1.82 -0.40
H -1.16 0.87 1.23
H -1.18 2.21 0.06
H 0.39 1.93 1.03
H 0.83 0.90 -1.28
H 1.24 -0.69 1.01
H 1.78 -0.91 -0.51
O -0.58 -3.00 -0.10
S -1.32 -0.41 -0.95
*
```

Output
HOMO energy = -9.6 eV
frontier orbital gap = 10.3 eV